# 1
{
  "formula": "C14H11Cl5N5O4Tl",
  "method": "ωB97M-V/def2-TZVPD",
  "lumo_ev": -0.986,
  "species": ["Tl", "N", "C", "C", "O", "N", "C", "C", "O", "O", "H", "H", "H", "H", "H", "H", "Cl", "C", "C", "Cl", "C", "Cl", "C", "O", "C", "Cl", "C", "Cl", "N", "C", "C", "N", "C", "C", "N", "H", "H", "H", "H", "H"],
  "coordinates": [[-0.5877, 0.2947, -0.2609], [-1.6014, -1.2466, 1.3727], [-1.7755, -0.4312, 2.5832], [-2.2217, 1.0102, 2.2674], [-2.9797, 1.5845, 3.0363], [-1.7010, 1.5149, 1.1424], [-2.1438, 2.7645, 0.5725], [-1.9714, 2.8381, -0.9692], [-2.5133, 3.7539, -1.5488], [-1.2220, 1.9364, -1.5422], [-2.4970, -1.4701, 0.9515], [-1.1260, -2.1200, 1.5627], [-0.8162, -0.3799, 3.1025], [-2.5098, -0.8430, 3.2753], [-1.5688, 3.6089, 0.9694], [-3.1947, 2.9465, 0.7938], [1.4825, -2.6472, -6.7287], [0.7530, -2.2585, -5.2214], [1.3662, -1.3614, -4.3557], [2.8513, -0.6166, -4.7925], [0.7807, -1.0728, -3.1289], [1.5490, 0.0552, -2.0627], [-0.4264, -1.6547, -2.7045], [-0.9900, -1.4341, -1.5511], [-1.0319, -2.5473, -3.6161], [-2.5189, -3.2623, -3.1373], [-0.4570, -2.8457, -4.8418], [-1.2340, -3.9443, -5.9040], [2.5461, 2.2198, 4.0072], [2.4280, 1.2357, 3.0926], [1.4479, 1.2695, 2.0801], [1.3627, 0.2940, 1.1953], [2.2180, -0.7317, 1.2633], [3.1726, -0.7536, 2.2640], [3.2783, 0.2089, 3.1694], [1.8828, 2.9702, 4.0632], [3.2356, 2.1205, 4.7302], [0.7230, 2.0732, 2.0091], [2.1327, -1.5075, 0.5146], [3.8780, -1.5714, 2.3467]],
  "lowdin_charge": [1.047, -0.010, -0.155, -0.559, 0.046, -0.088, -0.129, -0.626, 0.068, -0.139, 0.105, 0.099, 0.111, 0.123, 0.129, 0.132, 0.682, -0.715, -0.701, 0.703, -0.557, 0.787, -0.462, -0.212, -0.606, 0.732, -0.699, 0.701, 0.156, -0.352, -0.054, -0.023, -0.132, -0.098, 0.137, 0.110, 0.111, 0.120, 0.105, 0.116]
}

***

# 2
{
  "formula": "C14H11ClN2O2Pb",
  "method": "ωB97M-V/def2-TZVPD",
  "lumo_ev": [-11.091, -11.511],
  "total_charge": 2,
  "species": ["Cl", "C", "C", "C", "H", "C", "C", "H", "H", "H", "C", "Pb", "C", "C", "O", "O", "H", "H", "H", "N", "C", "C", "C", "C", "C", "N", "C", "H", "H", "H", "H"],
  "coordinates": [[2.4302, 1.1820, 0.9999], [-0.9753, 3.3406, 0.0341], [-1.6223, 2.7924, -1.1283], [-0.6357, 2.5636, -2.1405], [-2.6903, 2.5659, -1.2152], [0.6551, 2.9657, -1.6012], [0.4281, 3.4319, -0.2321], [1.2452, 3.7300, 0.4528], [-1.4532, 3.6115, 0.9830], [-0.7633, 2.0751, -3.1239], [1.9992, 2.7797, -2.2452], [0.4124, 0.7812, -0.3466], [-2.0224, -0.2086, -0.9532], [-0.5165, 0.2975, 1.9074], [-2.8493, -0.9331, -1.1258], [-0.4997, -0.3544, 2.8706], [2.0407, 1.8918, -2.9104], [2.8092, 2.6720, -1.4947], [2.1987, 3.6737, -2.8582], [-3.1155, -4.6394, 2.1699], [-2.1011, -4.2113, 1.7996], [-0.8698, -3.6341, 1.3522], [0.4090, -4.1566, 1.5847], [1.5547, -3.4640, 1.2064], [1.3737, -2.2371, 0.5529], [0.1519, -1.8083, 0.2789], [-0.9513, -2.3834, 0.7524], [0.4699, -5.0917, 2.1168], [2.5718, -3.8024, 1.3947], [2.2139, -1.5782, 0.2695], [-1.8979, -1.8521, 0.6494]],
  "lowdin_charge": [0.103, -0.031, -0.067, -0.068, 0.141, -0.332, -0.097, 0.134, 0.149, 0.157, -0.018, 1.153, -0.045, -0.031, 0.198, 0.170, 0.117, 0.090, 0.140, 0.221, -0.141, -0.162, 0.055, 0.025, -0.134, -0.063, -0.123, 0.142, 0.135, 0.089, 0.096]
}

***

# 3
{
  "formula": "C14H11F3O",
  "method": "ωB97M-V/def2-TZVPD",
  "lumo_ev": -1.686,
  "species": ["C", "C", "C", "C", "C", "C", "C", "H", "H", "H", "H", "H", "H", "H", "F", "C", "F", "F", "C", "C", "O", "C", "C", "C", "C", "H", "H", "H", "H"],
  "coordinates": [[0.4505, 0.0022, -2.1009], [-0.1757, 1.2322, -2.2660], [-1.5212, 1.5294, -2.4606], [-2.6394, 0.6882, -2.5183], [-2.6378, -0.6871, -2.5129], [-1.5188, -1.5293, -2.4568], [-0.1707, -1.2317, -2.2673], [1.5549, 0.0041, -2.2012], [0.5177, 2.0834, -2.2709], [-1.7275, 2.5761, -2.7064], [-3.6132, 1.1779, -2.5506], [-3.6107, -1.1824, -2.5348], [-1.7300, -2.5792, -2.7019], [0.5249, -2.0845, -2.2744], [3.8412, 0.0009, 3.4642], [3.2865, 0.0005, 2.2091], [3.7941, 1.1025, 1.5703], [3.7916, -1.1038, 1.5722], [1.7895, 0.0020, 2.2678], [1.0256, -0.0010, 1.0009], [1.4813, -0.0021, -0.1882], [-0.4210, -0.0036, 1.1366], [-1.0161, -0.0014, 2.3666], [-0.2653, 0.0029, 3.5364], [1.1251, 0.0036, 3.4686], [-0.9930, -0.0064, 0.1984], [-2.1077, -0.0032, 2.3469], [-0.7387, 0.0051, 4.4961], [1.7038, 0.0050, 4.3770]],
  "lowdin_charge": [-0.077, -0.017, -0.026, -0.050, -0.050, -0.026, -0.016, 0.137, 0.133, 0.119, 0.117, 0.118, 0.120, 0.134, 0.091, -0.517, 0.108, 0.108, -0.064, -0.319, -0.076, -0.034, -0.124, -0.115, -0.053, 0.087, 0.100, 0.083, 0.111]
}

***

# 4
{
  "formula": "C14H11F6IrN3O4S2",
  "method": "ωB97M-V/def2-TZVPD",
  "multiplicity": 6,
  "lumo_ev": [-6.915, -10.735],
  "total_charge": 2,
  "species": ["Ir", "F", "C", "F", "F", "S", "O", "O", "N", "S", "O", "O", "C", "F", "F", "F", "C", "N", "C", "C", "C", "C", "C", "N", "C", "C", "C", "C", "C", "C", "H", "H", "H", "H", "H", "H", "H", "H", "H", "H", "H"],
  "coordinates": [[1.0662, 0.7300, -0.5232], [1.0100, 2.7638, 3.4288], [-0.1434, 2.5489, 2.8339], [-1.1337, 3.0856, 3.5017], [-0.3414, 1.2286, 2.6952], [-0.0796, 3.2678, 1.1247], [1.0574, 2.4765, 0.5246], [0.1495, 4.6536, 1.1946], [-1.4385, 2.8878, 0.4678], [-1.9781, 1.5764, -0.1285], [-0.9254, 0.8442, -0.9300], [-2.7138, 0.7092, 0.7272], [-3.0961, 2.1702, -1.4819], [-3.5438, 1.0770, -2.0949], [-2.4035, 2.9123, -2.3184], [-4.0876, 2.8399, -0.9506], [0.0892, -1.9008, -1.7428], [1.1912, -1.1345, -1.1672], [2.4881, -1.5488, -1.3891], [3.4639, -0.6825, -0.8117], [4.8769, -0.7243, -0.5969], [5.2062, 0.4403, 0.0638], [4.0311, 1.1970, 0.2593], [2.9617, 0.4985, -0.3013], [-1.0319, -2.1346, -0.7589], [-2.3395, -2.0279, -1.1210], [-3.3471, -2.2532, -0.1581], [-3.0363, -2.6161, 1.1943], [-1.7312, -2.7481, 1.5587], [-0.7305, -2.5166, 0.5959], [0.4757, -2.8696, -2.0730], [-0.3114, -1.3961, -2.6247], [2.7177, -2.4136, -1.9920], [5.5363, -1.5240, -0.8902], [6.1912, 0.7425, 0.3830], [3.8944, 2.1595, 0.7254], [-2.6238, -1.7497, -2.1275], [-4.3856, -2.1362, -0.4440], [-3.8404, -2.7728, 1.9002], [-1.4530, -3.0239, 2.5661], [0.3090, -2.6361, 0.8805]],
  "lowdin_charge": [1.589, 0.195, -0.681, 0.210, 0.124, 0.697, -0.482, -0.156, -0.261, 0.681, -0.492, -0.218, -0.687, 0.162, 0.196, 0.211, -0.145, -0.224, -0.046, -0.201, 0.048, 0.022, 0.008, -0.173, -0.165, 0.006, 0.094, 0.037, 0.003, 0.106, 0.150, 0.140, 0.136, 0.134, 0.137, 0.136, 0.143, 0.147, 0.143, 0.137, 0.139]
}

***

# 5
{
  "formula": "C14H11FN4O2S",
  "method": "ωB97M-V/def2-TZVPD",
  "lumo_ev": -0.638,
  "species": ["O", "C", "N", "N", "C", "S", "N", "C", "O", "C", "C", "C", "C", "N", "C", "H", "H", "H", "H", "H", "H", "H", "C", "C", "C", "C", "C", "C", "H", "H", "F", "H", "H"],
  "coordinates": [[0.5082, -1.0459, -1.9500], [-0.2215, -1.4741, -1.2657], [-1.5834, -1.7070, -1.5791], [-2.0550, -1.0076, -2.5540], [-1.5945, 0.3397, -2.9509], [-2.1206, 0.7146, -4.3598], [-1.2662, 1.2078, -1.8723], [-1.0577, 1.0941, -0.7398], [-1.7818, 0.3743, -0.0137], [-0.1690, 2.1380, -0.1216], [0.6069, 2.7277, -0.8255], [1.6680, 3.5562, -0.1089], [1.7574, 3.7609, 1.2630], [0.7393, 2.7449, 1.9290], [0.0672, 2.0571, 1.2456], [-0.7593, 1.4318, 2.0059], [2.2929, 4.3663, 1.9115], [2.2091, 4.4128, -0.5445], [0.6336, 2.9321, -2.0444], [-0.9049, 1.8570, -2.5060], [-2.3096, -1.6966, -3.2513], [-2.2582, -1.8413, -0.4601], [0.1373, -2.0950, 0.2092], [1.1488, -1.3900, 0.9355], [1.8446, -1.8668, 1.9273], [0.9903, -2.6746, 2.6768], [0.0304, -3.2112, 2.2253], [-0.4758, -3.1519, 0.7971], [-1.2963, -3.5498, 0.5561], [-0.5814, -4.1089, 2.7338], [1.4017, -3.1289, 3.9306], [2.6397, -1.1821, 2.5589], [1.7596, -0.5836, 0.2419]],
  "lowdin_charge": [0.213, -0.513, -0.042, -0.069, -0.778, 0.811, 0.131, -0.527, 0.059, -0.198, -0.028, -0.043, 0.036, 0.078, -0.240, 0.203, 0.069, 0.093, 0.194, 0.089, 0.128, 0.278, -0.105, -0.085, -0.007, -0.369, -0.035, 0.053, 0.027, 0.182, 0.024, 0.194, 0.177]
}

***

# 6
{
  "formula": "C14H11N7S",
  "method": "ωB97M-V/def2-TZVPD",
  "lumo_ev": -0.044,
  "smiles": "Nc1cc(Cc2ccc(-c3csnn3)cc2)c2nnnc-2[nH]1",
  "species": ["N", "C", "C", "C", "C", "C", "C", "C", "C", "C", "C", "S", "N", "N", "C", "C", "C", "N", "N", "N", "C", "N", "H", "H", "H", "H", "H", "H", "H", "H", "H", "H", "H"],
  "coordinates": [[-4.0493, -1.2316, 0.8231], [-2.8543, -1.9165, 0.7802], [-1.8650, -1.4537, -0.0592], [-0.5987, -2.1373, -0.0761], [0.5133, -1.6631, -0.9753], [0.8414, -0.1867, -0.8807], [1.2127, 0.3032, 0.3712], [1.5211, 1.6426, 0.5795], [1.5853, 2.5030, -0.5603], [2.0021, 3.9282, -0.3218], [2.2469, 4.8406, -1.3099], [2.5985, 6.3752, -0.6006], [2.3996, 5.7189, 0.9415], [2.0630, 4.4613, 0.9715], [1.2006, 2.0122, -1.8435], [0.8242, 0.6638, -2.0059], [-0.4194, -3.2041, 0.7283], [0.6739, -4.0425, 0.8974], [0.3442, -4.8643, 1.8016], [-0.9357, -4.6583, 2.2442], [-1.4364, -3.6895, 1.5602], [-2.6503, -3.0409, 1.5738], [-4.1033, -0.3884, 0.2592], [-4.5072, -1.2309, 1.6921], [-2.0199, -0.5710, -0.7043], [1.4701, -2.2231, -0.7946], [0.2176, -1.8797, -2.0126], [1.3394, -0.4207, 1.1814], [1.8052, 1.9767, 1.5790], [2.1137, 4.6510, -2.3860], [1.2493, 2.6445, -2.7309], [0.5560, 0.3522, -2.9913], [-3.3387, -3.2711, 2.2691]],
  "lowdin_charge": [0.135, -0.302, 0.028, -0.137, -0.095, -0.230, -0.033, -0.010, -0.152, -0.338, -0.361, 0.965, -0.350, -0.016, -0.022, -0.023, -0.239, 0.043, -0.045, 0.040, -0.320, 0.195, 0.112, 0.083, 0.131, 0.138, 0.129, 0.128, 0.110, 0.078, 0.099, 0.100, 0.159]
}

***

# 7
{
  "formula": "C14H12Br6N2O4",
  "method": "ωB97M-V/def2-TZVPD",
  "lumo_ev": -0.859,
  "species": ["C", "Br", "Br", "Br", "H", "C", "Br", "Br", "Br", "H", "C", "C", "C", "C", "C", "C", "N", "O", "O", "H", "H", "H", "H", "H", "C", "C", "C", "C", "C", "C", "N", "O", "O", "H", "H", "H", "H", "H"],
  "coordinates": [[-0.2553, -0.1727, 0.0634], [-0.8630, -1.6415, -1.0976], [-0.8501, 1.5122, -0.6763], [1.7152, -0.0699, 0.3954], [-0.6931, -0.3239, 1.0501], [-0.6873, -2.1343, 3.3065], [-0.8331, -2.1894, 1.3877], [-1.1918, -0.3202, 3.9302], [1.1630, -2.3818, 3.9452], [-1.4140, -2.8114, 3.7556], [1.9252, -2.4700, 1.5681], [2.2104, -3.6115, 2.2604], [3.5462, -4.0195, 2.2308], [4.5747, -3.4476, 1.4922], [4.2358, -2.3415, 0.7639], [2.9904, -1.7833, 0.8962], [5.8972, -4.0360, 1.5230], [6.7771, -3.4147, 0.9318], [6.0317, -5.1183, 2.0632], [0.9021, -2.1308, 1.5005], [1.4878, -4.1330, 2.8707], [3.6402, -4.9523, 2.7670], [5.0114, -1.9060, 0.1514], [2.7131, -0.9328, 0.2911], [-1.9563, 2.8260, -2.2691], [-2.7272, 2.6059, -3.4399], [-3.8190, 3.4003, -3.7328], [-4.1391, 4.4287, -2.8369], [-3.3591, 4.5881, -1.6212], [-2.3325, 3.7043, -1.3633], [-5.2392, 5.3631, -3.2126], [-5.4957, 6.2681, -2.4124], [-5.6471, 5.2999, -4.3589], [-1.1261, 2.1997, -1.9777], [-2.4348, 1.8393, -4.1422], [-4.3626, 3.3029, -4.6610], [-3.6074, 5.3618, -0.9097], [-1.7875, 3.6423, -0.4329]],
  "lowdin_charge": [-1.402, 0.646, 0.993, 1.075, -0.159, -1.254, 0.705, 0.576, 0.903, 0.001, -0.347, -0.327, 0.004, -0.153, 0.010, -0.271, -0.345, 0.073, 0.085, -0.169, 0.037, 0.119, 0.126, -0.328, -0.287, -0.026, -0.011, -0.101, 0.041, -0.185, -0.342, 0.061, 0.071, -0.218, 0.108, 0.117, 0.113, 0.061]
}

***

# 8
{
  "formula": "C14H12FORuS9",
  "method": "ωB97M-V/def2-TZVPD",
  "multiplicity": 2,
  "lumo_ev": [4.116, 4.119],
  "total_charge": -2,
  "species": ["Ru", "S", "C", "S", "S", "S", "C", "S", "C", "C", "S", "S", "S", "O", "S", "C", "C", "C", "C", "H", "H", "H", "H", "H", "H", "H", "H", "F", "C", "C", "C", "C", "C", "C", "H", "H", "H", "H"],
  "coordinates": [[-0.2597, -0.1135, -0.5859], [0.1797, -0.6450, 4.0791], [0.1044, -0.7338, 2.4236], [1.3614, -0.1270, 1.4163], [-1.2401, -1.3892, 1.5975], [-4.3842, 3.9725, -5.1333], [-3.5771, 2.8149, -4.2095], [-1.8102, 2.5991, -4.4047], [-1.6802, 1.4647, -3.0681], [-2.7344, 1.4179, -2.1952], [-2.8582, 0.3715, -0.8528], [-4.0475, 2.5468, -2.5057], [-0.2526, 0.5298, -2.9406], [-0.3366, 2.1845, -0.1108], [-1.0938, 1.9367, 1.1403], [-0.0473, 2.6662, 2.4755], [-0.4282, 4.1249, 2.5690], [-1.9491, 4.1445, 2.4771], [-2.2831, 3.3556, 1.2273], [0.9903, 2.4888, 2.2053], [-0.2791, 2.1109, 3.3821], [-0.0013, 4.6532, 1.7139], [-0.0516, 4.5843, 3.4855], [-2.3429, 5.1619, 2.4321], [-2.3708, 3.6439, 3.3520], [-2.1104, 3.9249, 0.3163], [-3.2890, 2.9475, 1.2170], [2.9284, -5.0801, -2.2524], [2.1588, -3.9966, -1.9105], [0.8857, -4.2154, -1.4262], [0.1082, -3.1225, -1.0758], [0.6104, -1.8304, -1.1898], [1.9015, -1.6523, -1.6802], [2.6859, -2.7274, -2.0541], [0.5199, -5.2271, -1.3213], [-0.8954, -3.2763, -0.6956], [2.2962, -0.6411, -1.7741], [3.6868, -2.5902, -2.4381]],
  "lowdin_charge": [0.585, 0.347, -1.898, 0.484, 0.441, 0.352, -1.403, 0.828, -1.195, -1.208, 0.478, 0.821, 0.526, -0.639, 0.740, -0.342, -0.258, -0.257, -0.305, 0.057, 0.052, 0.110, 0.103, 0.101, 0.110, 0.094, 0.074, -0.009, -0.304, -0.048, -0.134, -0.412, -0.192, -0.048, 0.100, 0.072, 0.076, 0.101]
}